(1)
{
  "formula": "C46H48CrN9O",
  "method": "the ωB97M-V functional and the def2-TZVPD basis",
  "symbols": ["C", "H", "C", "H", "H", "N", "C", "C", "C", "N", "H", "H", "H", "C", "C", "C", "C", "N", "C", "N", "H", "C", "C", "H", "H", "C", "C", "H", "H", "H", "H", "N", "H", "H", "H", "C", "C", "C", "C", "Cr", "H", "H", "C", "C", "H", "C", "C", "C", "C", "H", "C", "H", "H", "H", "H", "C", "C", "C", "H", "C", "H", "C", "C", "C", "H", "C", "H", "C", "H", "C", "H", "H", "H", "C", "H", "N", "H", "N", "H", "C", "H", "H", "C", "H", "H", "H", "O", "C", "H", "H", "C", "C", "C", "H", "H", "H", "C", "H", "C", "N", "H", "H", "N", "C", "C"],
  "xyz": [[5.91, 3.38, -1.19], [-1.90, -0.01, -2.59], [1.65, 4.08, -2.73], [-0.55, 1.67, -2.02], [0.71, -1.41, 0.52], [-0.57, 4.94, -2.84], [-3.26, 1.59, -0.29], [-0.13, -5.52, 3.09], [-1.26, -4.41, -0.55], [-2.87, 2.25, 0.81], [0.95, -7.42, 3.14], [3.01, -6.44, 2.31], [-2.88, 1.66, -4.25], [4.52, 1.63, -0.85], [-0.20, 2.64, -2.34], [-1.02, 3.74, -2.50], [-0.09, 3.52, 3.27], [-2.16, -3.90, -1.39], [-4.72, 3.37, -0.94], [4.66, 2.91, -1.15], [-1.80, -2.07, 1.80], [-2.65, 0.63, -4.51], [-2.20, -0.30, -3.59], [-2.10, 3.67, -2.36], [3.50, 1.24, -0.83], [5.57, 0.77, -0.58], [4.03, -0.68, 2.47], [-3.33, -4.23, -3.05], [-1.07, -5.93, 3.46], [-3.46, -3.76, 1.33], [5.40, -0.28, -0.44], [-0.07, -4.22, 2.86], [5.48, -1.58, 3.78], [-0.05, -0.84, -0.99], [-4.43, 1.66, -2.13], [-4.15, 2.13, -1.19], [0.33, -0.52, 0.00], [2.24, -4.44, 2.23], [-4.46, -0.20, 2.15], [-1.64, 1.03, 2.17], [-0.68, 3.30, 4.16], [-4.68, 0.86, 2.20], [0.39, 2.91, 1.11], [3.53, 1.56, 3.03], [-6.49, -0.82, 2.21], [-2.65, -1.11, -6.13], [0.77, 4.59, 3.21], [-5.13, -2.46, 1.85], [-2.92, 0.21, -5.80], [-3.22, 0.91, -6.56], [1.38, 4.87, 2.00], [1.11, 6.09, -3.21], [2.71, 4.29, -2.75], [5.66, 0.41, 5.18], [0.83, 5.25, 4.07], [-1.35, -6.54, -1.62], [4.89, -0.70, 3.54], [6.86, 1.28, -0.61], [7.72, 0.66, -0.41], [-2.02, -1.61, -4.01], [1.21, 0.12, -0.22], [-5.46, -1.14, 2.10], [-0.81, -5.71, -0.65], [-3.80, -2.81, 1.70], [-2.74, -6.61, -3.28], [-3.48, 3.41, 1.08], [-5.93, -3.19, 1.79], [4.99, 0.45, 4.33], [8.04, 3.01, -0.99], [7.03, 2.62, -0.94], [-4.83, 4.97, 0.53], [3.06, 2.50, 2.79], [3.91, -1.57, 1.86], [-2.85, -1.80, 1.85], [-3.12, 3.96, 1.95], [-2.26, -2.02, -5.26], [-5.43, 3.83, -1.62], [-3.16, -0.53, 2.05], [3.13, -3.96, 1.86], [-4.40, 4.01, 0.25], [1.63, 4.23, -0.03], [1.92, 5.80, 1.89], [2.17, -5.80, 2.52], [-1.58, -2.34, -3.35], [-2.81, 0.62, -0.46], [0.20, 2.24, 0.28], [-0.65, 0.14, 0.70], [-2.26, -6.01, -2.52], [-2.82, -1.49, -7.14], [-0.09, -6.10, 0.06], [-2.62, -4.68, -2.37], [0.75, 5.10, -2.96], [1.07, -3.71, 2.40], [1.83, 1.96, -2.34], [1.01, -2.63, 2.35], [-0.80, -3.69, 0.13], [0.96, -6.36, 2.90], [-1.05, -7.58, -1.63], [3.29, 0.46, 2.21], [4.32, 1.56, 4.08], [6.01, 4.42, -1.50], [2.65, 0.51, 1.35], [-0.27, 2.68, 2.24], [1.23, 3.99, 0.94], [1.17, 2.81, -2.48]],
  "multiplicity": 5,
  "homo_ev": [-10.85, -11.28],
  "gap_ev": [8.15, 8.51],
  "s2": 6.0121,
  "charge": 1,
  "relative_energy_ev": 1.0614
}



(2)
{
  "formula": "C26H32AsN6RuS2",
  "method": "the ωB97M-V functional and the def2-TZVPD basis",
  "symbols": ["N", "As", "H", "H", "S", "S", "H", "C", "C", "H", "H", "C", "Ru", "H", "H", "H", "H", "N", "C", "C", "H", "H", "H", "C", "H", "C", "C", "H", "C", "C", "C", "H", "H", "C", "C", "C", "C", "N", "C", "H", "H", "C", "N", "H", "C", "H", "H", "C", "C", "C", "H", "C", "N", "H", "H", "H", "C", "H", "C", "H", "H", "H", "H", "N", "C", "H", "C", "H"],
  "xyz": [[5.48, 0.55, 3.21], [-0.11, -1.27, -0.37], [-1.25, 1.13, -5.53], [6.36, 0.08, 3.12], [0.46, 2.91, -0.15], [-2.31, -0.43, 1.68], [1.60, 4.03, 1.61], [3.49, -3.09, -1.59], [-3.53, -2.83, 1.23], [-2.38, -1.47, -2.33], [-2.83, 3.22, -1.88], [3.71, -3.99, -0.56], [-0.68, 0.96, 0.63], [5.39, 1.29, 3.88], [4.16, -3.06, -2.44], [0.12, 4.85, 1.19], [-3.05, 3.34, 2.65], [4.50, -0.81, 1.63], [1.51, -2.31, -0.48], [4.41, 0.19, 2.51], [3.70, -1.13, 1.12], [1.03, -3.28, 1.38], [4.56, -4.66, -0.60], [0.43, 0.40, -2.69], [-1.51, 1.72, 2.96], [-0.47, -0.49, -2.11], [-3.24, 2.48, 0.68], [-4.29, -2.47, 1.92], [2.83, -4.06, 0.51], [-2.64, -4.59, -0.17], [-2.43, 3.15, 1.78], [-1.30, 4.53, -0.45], [5.35, -1.33, 1.52], [-1.95, -0.18, -3.98], [-1.57, -3.79, -0.51], [-1.49, -2.50, 0.02], [2.38, -2.25, -1.56], [-1.25, 2.31, 2.17], [-0.12, 3.18, 2.60], [2.99, -4.78, 1.30], [-2.72, -5.59, -0.57], [2.17, 0.64, 2.14], [-2.36, 1.84, -0.33], [2.20, -1.58, -2.39], [-1.68, -0.77, -2.76], [1.36, 0.64, -2.18], [-1.56, 2.05, -2.23], [-1.96, 2.71, -1.46], [-0.90, 3.73, -1.07], [0.55, 3.87, 1.40], [-3.86, 1.69, 1.10], [0.16, 0.97, -3.92], [3.29, 0.89, 2.73], [-0.48, 4.18, -1.96], [-0.49, 3.94, 3.30], [0.59, 2.56, 3.13], [-2.45, -2.01, 0.91], [0.88, 1.64, -4.37], [1.73, -3.21, 0.56], [-2.88, -0.41, -4.49], [-2.89, 1.06, -0.73], [-2.05, 4.11, 1.45], [-3.90, 3.20, 0.20], [1.09, 0.62, 1.71], [-1.03, 0.69, -4.57], [-0.80, -4.15, -1.18], [-3.62, -4.11, 0.70], [-4.46, -4.73, 0.97]],
  "multiplicity": 2,
  "homo_ev": [-12.76, -12.69],
  "gap_ev": [7.60, 5.71],
  "s2": 0.7573,
  "charge": 2,
  "relative_energy_ev": 0.0000
}



Listing E for the structures above in their given order: -3393.9659, -4465.1107 Eh.